{"formula": "C3H16NO3", "method": "ωB97M-V/def2-TZVPD", "species": ["C", "C", "C", "N", "H", "H", "H", "H", "H", "H", "H", "H", "H", "H", "H", "H", "O", "H", "H", "O", "H", "H", "O"], "xyz": [[0.1826, -0.0303, -1.1048], [0.9946, -1.0781, -0.3208], [2.5728, -0.7604, -0.3066], [0.3880, -1.0311, 1.0815], [-0.9956, -0.0963, -1.4587], [0.3158, 0.9052, -0.4875], [0.7727, 0.2997, -2.0153], [0.9767, -2.0472, -0.8387], [2.7401, -0.1784, 0.5442], [3.0050, -0.1698, -1.1073], [3.1834, -1.8196, -0.3194], [-0.0857, -1.8770, 1.3118], [1.0537, -0.8906, 1.9262], [-0.3118, -0.3115, 1.1313], [-2.6589, 0.2250, 1.7551], [-2.0124, 1.2347, 2.6400], [-1.7598, 0.6471, 1.9986], [-4.3747, -1.0798, -0.8506], [-4.5391, -1.6765, 0.4801], [-4.1207, -0.8696, 0.0354], [2.1998, 3.6029, -1.5960], [2.7031, 2.4301, -2.4562], [2.4821, 2.7074, -1.5135]], "mulliken_spin": [0.04, 0.02, 0.03, 0.00, 0.03, 0.03, 0.01, 0.02, 0.00, 0.00, 0.00, 0.00, 0.00, 0.00, 0.00, 0.00, 0.00, -0.01, -0.01, 0.22, -0.02, -0.02, 0.64], "spin_multiplicity": 2, "total_charge": 2, "homo_ev": [-18.59, -17.45], "s2": 0.76}


{"formula": "C25H45Br2Cl2FN5O5", "method": "ωB97M-V/def2-TZVPD", "species": ["C", "C", "C", "Cl", "N", "C", "Br", "C", "C", "C", "F", "N", "C", "C", "O", "Cl", "C", "C", "C", "C", "C", "C", "C", "C", "O", "C", "C", "C", "C", "N", "O", "C", "C", "C", "O", "Br", "H", "H", "H", "H", "H", "H", "H", "H", "H", "H", "H", "H", "H", "H", "H", "H", "H", "H", "H", "H", "H", "H", "H", "H", "H", "H", "H", "H", "H", "H", "H", "H", "H", "H", "H", "H", "H", "H", "H", "H", "H", "C", "O", "N", "N", "H", "H", "H", "H"], "xyz": [[6.3663, -1.5402, 0.2581], [4.8232, -1.2762, 0.3973], [4.6629, 0.0866, 1.1181], [4.8568, -0.1588, 2.8686], [3.4667, 0.8975, 0.6995], [3.3090, 2.1770, 1.4601], [4.8984, 3.3206, 1.2221], [2.0037, 2.9877, 1.1633], [2.1827, 4.2026, 0.1588], [2.3552, 5.5462, 0.8717], [2.3902, 6.5507, -0.0844], [0.8226, 2.2325, 0.7727], [-0.3577, 2.3737, 1.5811], [-1.6002, 2.9361, 0.8267], [-2.5695, 2.3464, 0.7073], [-1.4935, 4.6042, 0.1621], [1.0064, 1.0331, -0.0252], [-0.2751, 0.1685, -0.2344], [-0.0744, -1.0692, -1.1431], [-1.3405, -1.9907, -1.2156], [-1.1146, -3.3674, -0.5034], [-1.7380, -3.2600, 0.9406], [-3.2774, -3.5632, 0.9704], [-4.0924, -2.2883, 1.2536], [-4.4661, -2.1987, 2.6233], [-4.7832, -0.8624, 2.9662], [1.4225, 1.4434, -1.4930], [0.3541, 2.2568, -2.2418], [-0.2557, 1.4970, -3.4374], [-1.6454, 1.6257, -3.6117], [0.4029, 0.8291, -4.1596], [2.1911, 0.1361, 0.4933], [1.8221, -0.8330, 1.6297], [1.1999, -0.1914, 2.8728], [1.6500, 0.6592, 3.5119], [-0.5221, -0.9301, 3.5052], [6.5728, -2.6101, 0.1925], [6.6735, -1.0641, -0.6837], [6.8868, -1.0546, 1.0895], [4.3729, -1.3000, -0.6032], [4.4407, -2.1060, 1.0029], [5.5408, 0.6589, 0.7965], [3.7364, 1.2221, -0.2424], [3.3263, 1.9984, 2.5363], [1.7688, 3.5072, 2.1045], [2.9151, 4.0162, -0.6364], [1.2129, 4.2791, -0.3507], [3.2586, 5.6232, 1.4857], [1.4535, 5.7500, 1.4706], [-0.2534, 3.0707, 2.4289], [-0.7379, 1.4589, 2.0586], [-0.6374, -0.2094, 0.7353], [-1.1026, 0.7517, -0.6486], [0.7771, -1.7145, -0.8763], [0.1190, -0.7500, -2.1774], [-2.1784, -1.4416, -0.7751], [-1.5541, -2.2359, -2.2615], [-0.0370, -3.5640, -0.3937], [-1.6356, -4.1798, -1.0178], [-1.1802, -3.8523, 1.6773], [-1.6555, -2.1953, 1.1949], [-3.5812, -4.0275, 0.0326], [-3.4358, -4.2363, 1.8254], [-4.9840, -2.3179, 0.5970], [-3.5518, -1.3579, 0.9985], [-3.8757, -0.2668, 3.1637], [-5.4201, -0.8925, 3.8585], [-5.3785, -0.3666, 2.1794], [2.3362, 2.0692, -1.4894], [1.7200, 0.5679, -2.0875], [-0.4705, 2.6283, -1.6225], [0.8292, 3.1526, -2.6708], [-2.0207, 0.7261, -3.9038], [-2.0436, 1.8787, -2.7095], [2.3625, -0.4924, -0.3886], [1.0989, -1.5594, 1.2385], [2.6557, -1.4600, 1.9737], [-4.7421, -3.0747, -2.8858], [-3.8694, -3.1047, -2.0298], [-5.3579, -1.9179, -3.2608], [-5.1699, -4.1922, -3.5327], [-6.0760, -1.8701, -3.9592], [-5.0680, -1.0741, -2.8014], [-4.7375, -5.0626, -3.2803], [-5.8839, -4.1896, -4.2368]], "lowdin_charge": [-0.07, -0.24, -0.64, 0.78, -0.05, -0.52, 0.90, -0.26, -0.18, -0.22, -0.04, -0.05, -0.14, -0.78, 0.10, 0.69, -0.32, -0.10, -0.16, -0.18, -0.17, -0.20, -0.14, -0.24, -0.19, -0.12, -0.10, -0.08, -0.54, 0.16, 0.10, -0.16, -0.09, -0.76, 0.06, 0.82, 0.09, 0.09, 0.07, 0.12, 0.10, 0.08, 0.17, 0.07, 0.15, 0.09, 0.07, 0.09, 0.12, 0.15, 0.08, 0.08, 0.11, 0.10, 0.10, 0.09, 0.10, 0.09, 0.10, 0.10, 0.03, 0.08, 0.12, 0.12, 0.10, 0.07, 0.09, 0.09, 0.11, 0.12, 0.07, 0.14, 0.11, 0.08, 0.13, 0.10, 0.10, -0.65, 0.01, 0.16, 0.16, 0.10, 0.10, 0.11, 0.10], "total_charge": 1, "homo_ev": -11.25}


{"formula": "C49H51BrFN3O6PbS3Sb2Se", "method": "ωB97M-V/def2-TZVPD", "species": ["Pb", "C", "Sb", "C", "C", "C", "C", "C", "C", "C", "C", "C", "Sb", "C", "C", "H", "H", "H", "H", "H", "H", "H", "H", "H", "H", "H", "H", "H", "H", "H", "H", "H", "H", "H", "H", "F", "C", "C", "C", "C", "O", "C", "C", "N", "C", "C", "C", "C", "C", "C", "N", "C", "C", "N", "C", "C", "C", "O", "O", "H", "H", "H", "H", "H", "H", "H", "H", "H", "H", "H", "H", "H", "H", "H", "H", "H", "H", "Se", "Br", "C", "C", "C", "C", "C", "C", "C", "O", "O", "H", "H", "H", "H", "O", "C", "C", "C", "C", "C", "S", "C", "C", "C", "C", "S", "C", "C", "C", "C", "S", "H", "H", "H", "H", "H", "H", "H", "H", "H"], "xyz": [[-1.3330, 1.2319, -0.5411], [-3.1328, 6.4636, 1.6245], [-3.0116, 4.3442, 1.9161], [-5.0318, 3.9612, 1.3343], [-1.4787, 6.7356, 4.8837], [-2.2135, 5.6372, 5.1158], [-3.6719, 5.7446, 4.9692], [-4.5108, 4.7759, 5.3609], [-4.0061, 3.5533, 5.9613], [-2.6841, 3.3612, 6.0628], [-1.6937, 4.3099, 5.5525], [-0.4276, 3.8480, 5.4472], [-1.5122, 0.7019, 2.9854], [1.4905, 0.0989, 5.5082], [-1.8518, -1.2938, 3.7502], [-3.3688, 6.9268, 2.5838], [-3.8955, 6.7007, 0.8871], [-2.1655, 6.8424, 1.2910], [-5.6606, 4.3716, 2.1291], [-5.1927, 2.8880, 1.2589], [-5.2476, 4.4568, 0.3927], [-1.9693, 7.6529, 4.5768], [-0.4110, 6.7744, 5.0130], [-4.0593, 6.6736, 4.5619], [-5.5810, 4.9067, 5.2475], [-4.7034, 2.7991, 6.3035], [-2.2992, 2.4351, 6.4773], [-0.2745, 2.8432, 5.8392], [1.6498, 3.8668, 5.1064], [1.4590, 0.4371, 6.5455], [2.0672, -0.8261, 5.4450], [0.4749, -0.0992, 5.1624], [-1.3151, -1.4929, 4.6810], [-1.5753, -2.0204, 2.9928], [-2.9279, -1.3591, 3.9228], [1.1421, -5.2941, -0.1343], [0.7783, -4.7175, -1.2967], [0.1636, -3.5000, -1.2829], [-0.1749, -2.8761, -2.4804], [-0.7903, -1.5355, -2.3821], [-0.9978, -1.0909, -1.2556], [-1.0243, -0.8803, -3.6318], [-0.7383, -1.5556, -4.7701], [-0.2309, -2.8198, -4.8752], [-0.1181, -3.3271, -6.2325], [-0.3269, -4.7445, -6.6580], [1.0409, -4.0968, -6.7814], [0.1059, -3.4932, -3.7090], [0.7266, -4.7508, -3.6862], [1.0715, -5.3628, -2.4971], [1.7417, -6.6257, -2.5662], [1.5654, -7.5930, -1.4903], [2.1008, -8.9531, -1.9980], [2.2699, -8.8401, -3.4849], [3.3919, -7.8950, -3.8105], [3.1318, -6.6026, -3.0054], [-1.6018, 0.5312, -3.8248], [-1.5067, 1.0001, -4.9590], [-2.1261, 1.0625, -2.8009], [-0.0408, -2.9854, -0.3499], [-0.9266, -1.0339, -5.7000], [-0.5332, -2.5948, -6.9055], [-0.8998, -4.8952, -7.5621], [-0.4906, -5.5020, -5.9066], [1.3876, -3.8192, -7.7668], [1.8301, -4.3983, -6.1082], [0.9532, -5.2862, -4.5938], [0.5069, -7.6625, -1.2486], [2.1029, -7.3273, -0.5784], [1.4234, -9.7764, -1.7881], [3.0814, -9.1903, -1.5916], [1.4210, -8.3827, -3.8300], [2.3857, -9.7422, -3.9372], [3.3739, -7.7347, -4.8865], [4.3235, -8.3831, -3.5340], [3.3061, -5.7346, -3.6339], [3.8202, -6.5389, -2.1537], [-3.2825, 0.3875, 1.1467], [2.0063, 3.9982, -5.3384], [0.6807, 4.2161, -3.9979], [-0.6047, 4.5753, -4.3702], [-1.5656, 4.7262, -3.3854], [-1.2464, 4.5065, -2.0504], [0.0495, 4.1455, -1.6984], [1.0242, 4.0046, -2.6747], [-2.3393, 4.6059, -1.0294], [-3.4154, 5.1119, -1.2703], [-2.0018, 4.0335, 0.1242], [-0.8518, 4.7162, -5.4128], [-2.5846, 4.9855, -3.6394], [0.3017, 3.9712, -0.6592], [2.0328, 3.7218, -2.4065], [-0.1353, 0.2127, 1.5102], [1.2250, 0.5190, 1.9182], [1.1459, 1.5186, 3.0700], [0.7255, 2.8394, 2.6546], [0.5976, 4.0535, 3.2449], [0.7750, 4.3780, 4.7158], [2.2264, 1.3784, 4.4422], [1.9288, -0.7859, 2.2823], [3.2431, -0.9992, 2.5768], [3.5536, -2.3673, 2.7991], [2.4672, -3.1757, 2.6482], [1.0720, -2.2726, 2.2474], [1.9870, 1.0375, 0.6893], [2.8154, 2.1146, 0.6048], [3.4645, 2.2384, -0.6599], [3.1314, 1.2378, -1.5161], [2.0498, 0.1284, -0.7842], [0.4135, 2.8583, 1.6050], [0.1848, 4.8491, 2.6357], [0.9359, 5.4413, 4.8643], [3.9600, -0.1947, 2.6409], [4.5393, -2.7266, 3.0650], [2.4083, -4.2460, 2.7752], [2.9451, 2.8049, 1.4280], [4.1374, 3.0468, -0.9155], [3.4457, 1.1027, -2.5408]], "lowdin_charge": [1.15, -0.30, 1.45, -0.32, 0.07, -0.28, -0.13, -0.10, -0.09, -0.07, -0.20, -0.02, 1.09, -0.37, -0.40, -0.03, 0.01, 0.01, 0.00, -0.04, 0.00, 0.06, 0.05, 0.10, 0.10, 0.10, 0.11, 0.10, 0.06, 0.02, 0.02, 0.00, -0.01, -0.04, -0.01, 0.07, -0.19, 0.10, -0.03, -0.31, -0.13, -0.01, 0.04, 0.03, -0.23, -0.09, -0.08, -0.10, 0.05, -0.16, -0.12, -0.13, -0.07, 0.04, -0.07, -0.11, -0.63, 0.02, -0.19, 0.11, 0.14, 0.15, 0.10, 0.09, 0.10, 0.08, 0.09, 0.14, 0.13, 0.13, 0.13, 0.18, 0.18, 0.13, 0.13, 0.13, 0.14, -0.03, 0.71, -0.67, -0.11, 0.00, -0.15, -0.05, -0.11, -0.57, 0.07, -0.41, 0.10, 0.13, 0.10, 0.08, -0.64, -0.60, -0.65, -0.28, -0.13, -0.21, 0.87, -0.49, -0.16, -0.19, -0.42, 1.06, -0.47, -0.11, -0.19, -0.42, 1.03, 0.08, 0.08, 0.08, 0.11, 0.10, 0.05, 0.12, 0.10, 0.07], "total_charge": 0, "homo_ev": -4.93}


{"formula": "C4H6N2O", "method": "ωB97M-V/def2-TZVPD", "species": ["O", "C", "N", "C", "C", "C", "N", "H", "H", "H", "H", "H", "H"], "xyz": [[1.1621, 1.7337, 1.1383], [0.7336, 0.8805, 0.3830], [1.2860, -0.3652, 0.2922], [0.6789, -1.5261, -0.3233], [-1.6150, 0.4538, -0.3881], [-1.5591, 1.6266, 0.1133], [-0.3101, 1.1693, -0.5454], [2.0262, -0.5114, 0.9615], [1.3883, -2.3547, -0.2714], [0.4525, -1.3370, -1.3764], [-2.0774, -0.4401, -0.7704], [-0.2408, -1.8429, 0.1882], [-1.9254, 2.5138, 0.5985]], "lowdin_charge": [0.05, -0.58, 0.02, -0.10, -0.02, 0.01, 0.02, 0.14, 0.08, 0.09, 0.10, 0.07, 0.11], "total_charge": 0, "smiles": "CNC(=O)N1C=C1", "homo_ev": -8.67}


{"formula": "C2H5NO2S", "method": "ωB97M-V/def2-TZVPD", "species": ["C", "C", "N", "O", "O", "S", "H", "H", "H", "H", "H"], "xyz": [[1.2084, 0.8721, 0.1018], [0.0000, -1.3857, -0.2807], [0.1231, 1.5391, 0.0471], [-1.9070, -0.0609, -1.3947], [-1.6197, 0.2892, 1.0379], [-1.2446, -0.3290, -0.1713], [1.8421, 0.7337, 1.0271], [1.6510, 0.4164, -0.8085], [-0.1309, -2.1255, -1.1109], [0.4650, -1.6921, 0.6203], [-0.3873, 1.7427, 0.9320]], "lowdin_charge": [-0.15, -0.23, -0.05, -0.29, -0.31, 0.67, 0.10, 0.09, 0.06, 0.03, 0.07], "total_charge": 0, "homo_ev": -9.48}


{"formula": "C21H21N4O6S3", "method": "ωB97M-V/def2-TZVPD", "species": ["C", "C", "C", "N", "C", "S", "S", "C", "C", "H", "H", "H", "H", "H", "H", "H", "H", "H", "H", "C", "C", "C", "C", "C", "S", "O", "O", "N", "C", "C", "C", "N", "O", "O", "C", "C", "C", "C", "N", "O", "O", "C", "C", "C", "H", "H", "H", "H", "H", "H", "H", "H", "H", "H", "H"], "xyz": [[7.1792, -3.0035, -0.4823], [6.6421, -1.6186, -0.8304], [5.9046, -0.9860, 0.3536], [4.8697, -1.8827, 0.8624], [3.8281, -1.3438, 1.6148], [3.5318, 0.3114, 1.6195], [2.8691, -2.3706, 2.5450], [5.3601, -3.2091, 1.2268], [6.0441, -3.8784, 0.0361], [7.6370, -3.4616, -1.3637], [7.9542, -2.9150, 0.2884], [7.4497, -0.9511, -1.1500], [5.9481, -1.7060, -1.6753], [6.6434, -0.7523, 1.1451], [5.4474, -0.0383, 0.0352], [6.0882, -3.1390, 2.0590], [4.5180, -3.8333, 1.5621], [5.3066, -4.0323, -0.7610], [6.4053, -4.8687, 0.3337], [-4.5919, -1.4625, -4.1469], [-3.6238, -0.7312, -3.2600], [-3.1921, 0.5485, -3.6152], [-2.2612, 1.2332, -2.8349], [-1.7792, 0.6420, -1.6590], [-0.5979, 1.5131, -0.6492], [0.5280, 0.6958, -0.3074], [-0.4741, 2.8581, -1.1361], [-1.3943, 1.5750, 0.8753], [-2.6339, 2.2163, 1.0859], [-3.4574, 2.8993, 0.2059], [-4.6457, 3.4323, 0.7350], [-5.5569, 4.1118, -0.1296], [-6.5805, 4.6351, 0.3685], [-5.3065, 4.1593, -1.3552], [-4.9710, 3.2860, 2.1152], [-4.1296, 2.5843, 2.9760], [-2.9465, 2.0534, 2.4616], [-1.8403, 1.3079, 3.0422], [-1.7299, 0.9197, 4.3868], [-2.6836, 1.1437, 5.1708], [-0.6708, 0.3588, 4.7557], [-0.9176, 1.0402, 2.0469], [-2.2042, -0.6400, -1.2930], [-3.1390, -1.3078, -2.0810], [-4.8437, -2.4428, -3.7313], [-5.5222, -0.8934, -4.2693], [-4.1763, -1.6168, -5.1517], [-3.5930, 1.0106, -4.5223], [-1.9293, 2.2266, -3.1232], [-3.2111, 3.0332, -0.8420], [-5.8954, 3.7306, 2.4754], [-4.3682, 2.4433, 4.0272], [0.0210, 0.5192, 2.1399], [-1.8113, -1.1073, -0.3958], [-3.4974, -2.2969, -1.7844]], "lowdin_charge": [-0.23, -0.20, -0.24, -0.21, -1.37, 0.41, 0.39, -0.25, -0.20, 0.10, 0.11, 0.10, 0.11, 0.12, 0.05, 0.13, 0.04, 0.11, 0.10, -0.05, -0.27, -0.03, -0.05, -0.28, 0.73, -0.26, -0.26, -0.09, -0.15, 0.09, -0.14, -0.32, 0.04, 0.05, 0.02, 0.01, -0.07, -0.09, -0.32, 0.04, 0.08, 0.08, -0.03, -0.02, 0.08, 0.09, 0.09, 0.12, 0.12, 0.11, 0.11, 0.11, 0.14, 0.13, 0.12], "total_charge": -1, "homo_ev": -3.02}


Number 1: total energy -403.53740 Ha. Number 2: total energy -7797.60871 Ha. Number 3: total energy -9456.57632 Ha. Number 4: total energy -340.65356 Ha. Number 5: total energy -682.48109 Ha. Number 6: total energy -2677.73511 Ha.